12
Properties=species:S:1:pos:R:3:forces:R:3 method="wB97M-V/def2-TZVPD" fmax_ha_per_bohr=0.13788 homo_ha="-0.4335 / -0.5386" total_charge=+1 spin_multiplicity=3 relative_energy_kcal_mol=0.0 total_energy_ha=-757.7377 s_squared=2.041 homo_lumo_gap_ev="7.609 / 5.840"
C 0.370 -0.540 -0.197 -0.585 -0.665 -1.327
C 0.893 1.039 3.252 -3.439 2.562 -5.646
C -0.710 1.760 1.455 1.045 2.972 -0.426
C 0.959 -1.567 -1.022 -0.556 -3.304 -1.435
N 0.259 1.494 2.296 0.640 -0.664 2.367
O -0.492 0.231 0.084 -0.472 -0.674 -0.803
O 1.533 -0.897 0.216 1.252 -0.396 0.405
S 1.714 0.512 4.396 2.310 -1.470 3.195
H -0.668 2.605 0.662 0.395 -1.683 1.508
H -1.680 1.500 1.792 -0.914 -0.494 0.241
H 0.703 -2.751 -0.997 0.426 3.062 0.797
H 1.448 -1.426 -2.014 -0.101 0.753 1.125



14
Properties=species:S:1:pos:R:3:forces:R:3 method="wB97M-V/def2-TZVPD" fmax_ha_per_bohr=0.06471 homo_ha="-0.1768 / -0.1767" total_charge=-1 relative_energy_kcal_mol=33.9 total_energy_ha=-1554.5929 homo_lumo_gap_ev="7.649 / 7.644"
C 1.604 2.281 0.213 -0.430 -0.019 0.631
C 1.056 0.161 0.184 -2.584 -1.219 -0.251
C -0.211 0.681 0.055 -2.041 -0.150 -1.314
C 1.131 -1.358 0.090 0.402 2.889 1.601
N 2.049 1.038 0.360 0.753 2.463 -0.266
O -3.293 0.083 -1.392 0.480 0.596 0.144
O -1.979 -1.897 -0.983 1.288 -1.555 -0.754
S -3.198 -0.828 1.332 0.082 0.228 0.037
S -0.157 2.414 -0.070 1.822 -1.447 0.657
S -2.499 -0.689 -0.467 -0.065 1.756 1.211
H 2.157 3.205 0.472 -0.083 -0.890 -0.426
H 1.994 -1.676 -0.349 2.583 -0.900 -1.073
H 1.007 -1.779 1.044 0.001 -0.765 1.373
H 0.341 -1.635 -0.488 -2.209 -0.987 -1.570



12
Properties=species:S:1:pos:R:3:forces:R:3 method="wB97M-V/def2-TZVPD" fmax_ha_per_bohr=0.08514 smiles="CN([O-])C(=O)C=C=O" homo_ha=-0.0827 total_charge=-1 relative_energy_kcal_mol=83.3 total_energy_ha=-435.2307 homo_lumo_gap_ev=6.068
C 1.548 0.843 -0.623 -0.812 -1.048 1.036
C 2.545 0.215 -0.021 1.133 -0.530 -0.410
C 0.079 0.585 -0.327 -0.625 -0.302 0.723
C -1.892 -0.666 0.380 0.905 3.939 -1.684
N -0.399 -0.585 0.135 -1.917 0.456 0.248
O 3.528 -0.305 0.376 -1.500 0.708 -0.307
O -0.697 1.582 -0.434 0.452 0.070 -0.329
O 0.161 -1.757 0.338 1.952 -0.501 -0.036
H 1.701 1.818 -1.060 0.296 -0.060 -0.017
H -2.176 -0.261 1.389 0.405 -0.499 -0.713
H -2.189 0.233 -0.403 -0.398 -2.610 1.789
H -2.210 -1.702 0.251 0.110 0.377 -0.300



13
Properties=species:S:1:pos:R:3:forces:R:3 method="wB97M-V/def2-TZVPD" fmax_ha_per_bohr=0.06698 homo_ha=-0.1574 total_charge=-1 relative_energy_kcal_mol=208.9 total_energy_ha=-833.2618 homo_lumo_gap_ev=7.405
C 0.867 1.273 0.310 1.425 0.304 1.510
C 1.261 0.655 -0.917 0.740 1.347 -1.778
C -1.266 -0.836 0.638 -0.237 0.800 -0.716
C -1.719 -2.233 0.872 2.439 -0.753 0.377
N 0.343 0.654 1.329 0.003 3.290 1.019
O 1.935 1.478 -3.401 0.511 0.356 1.294
O 1.201 3.253 -1.829 0.859 -0.521 -0.010
O -0.147 -0.636 1.257 -0.260 -1.654 -1.107
S 1.734 1.878 -1.990 -2.481 -1.120 -0.460
H 1.272 2.373 0.591 -1.247 -2.608 -0.409
H -0.924 -2.884 1.260 0.436 -0.150 -0.488
H -2.285 -2.207 1.743 -1.782 0.497 1.652
H -2.273 -2.768 0.137 -0.406 0.211 -0.884



13
Properties=species:S:1:pos:R:3:forces:R:3 method="wB97M-V/def2-TZVPD" fmax_ha_per_bohr=0.02466 homo_ha=-0.0901 total_charge=-1 relative_energy_kcal_mol=65.3 total_energy_ha=-833.4908 homo_lumo_gap_ev=5.920
C 1.473 3.918 1.607 -0.494 -0.635 -0.153
C -0.500 2.996 0.402 0.287 1.201 0.289
C 0.057 0.644 0.398 0.584 -0.928 0.457
C -0.656 -0.530 -0.268 0.152 0.576 0.305
N 0.711 3.138 1.137 -0.339 -0.162 0.045
O 2.307 4.543 2.130 0.595 0.701 0.295
O -1.188 3.977 0.193 -0.034 -0.190 -0.039
O -0.752 1.813 0.010 -0.518 -0.240 -0.724
S 1.722 0.784 -0.312 -0.216 -0.247 -0.070
H -0.104 -1.440 -0.040 -0.030 -0.013 0.017
H -0.753 -0.446 -1.357 -0.056 -0.034 -0.306
H -1.659 -0.610 0.153 -0.121 -0.117 -0.020
H 2.356 1.005 0.846 0.192 0.088 -0.098



15
Properties=species:S:1:pos:R:3:forces:R:3 method="wB97M-V/def2-TZVPD" fmax_ha_per_bohr=0.09779 homo_ha="-0.4648 / -0.5474" total_charge=+1 relative_energy_kcal_mol=36.0 total_energy_ha=-983.5159 homo_lumo_gap_ev="5.282 / 8.514"
C -1.976 -1.210 -0.431 -1.106 -0.082 -0.900
C -1.036 -0.373 0.108 1.585 -1.092 -0.620
C 3.428 1.586 -0.757 -0.446 -0.375 0.565
C -1.294 1.043 0.413 4.673 -1.595 0.953
N -1.643 -2.382 -1.001 1.413 -1.424 0.558
O 3.938 2.531 -1.066 1.978 3.197 -1.406
O -0.701 -3.078 -0.698 -1.361 0.871 -0.564
O 2.867 0.670 -0.370 -1.183 -2.407 0.383
O 1.504 0.153 1.962 -0.102 1.905 2.002
O 0.264 -0.934 0.128 -1.904 0.315 0.120
S 1.533 -0.905 1.057 -0.187 -1.841 -1.461
H -3.005 -0.892 -0.713 0.995 -0.029 0.577
H -0.810 1.576 -0.423 -0.124 0.475 0.686
H -0.765 1.126 1.426 -1.128 1.062 -1.295
H -2.304 1.090 0.366 -3.103 1.020 0.404



11
Properties=species:S:1:pos:R:3:forces:R:3 method="wB97M-V/def2-TZVPD" fmax_ha_per_bohr=0.07885 homo_ha="-0.9147 / -1.0010" total_charge=+4 spin_multiplicity=5 relative_energy_kcal_mol=37.6 total_energy_ha=-864.6044 s_squared=6.498 homo_lumo_gap_ev="3.483 / 10.230"
H -0.074 -4.366 -0.379 -0.101 -0.533 -0.306
O 1.454 -3.166 -1.132 0.948 1.337 0.561
C 1.718 -2.187 -0.638 -1.586 -2.096 -0.773
C 1.593 -0.965 0.140 0.848 1.187 -0.098
C 1.650 -1.232 1.619 1.675 -0.172 -1.261
C 0.623 -1.184 2.419 -3.165 -0.753 2.420
O -0.282 -1.280 3.156 1.820 0.619 -1.420
Nd -2.232 -0.848 5.176 -0.677 0.159 0.844
H 0.656 -0.494 -0.201 0.098 -0.087 -0.181
H 2.424 -0.318 -0.195 -0.011 0.229 0.156
H 2.602 -1.464 2.109 0.150 0.110 0.058



15
Properties=species:S:1:pos:R:3:forces:R:3 method="wB97M-V/def2-TZVPD" fmax_ha_per_bohr=0.06403 homo_ha="-0.5290 / -0.5515" total_charge=+1 spin_multiplicity=4 relative_energy_kcal_mol=0.0 total_energy_ha=-2114.1861 s_squared=3.762 homo_lumo_gap_ev="8.661 / 8.080"
O -1.795 -1.317 1.220 -0.756 -0.666 0.154
C -1.312 -0.050 1.264 2.556 1.845 0.949
C -0.243 0.236 0.225 -0.356 0.117 -2.185
O 0.132 1.563 0.271 -0.604 -1.289 1.585
H -0.666 0.194 2.172 -1.570 -0.547 -0.113
H -2.085 0.727 1.117 0.174 -0.436 0.241
H -0.572 -0.043 -0.785 0.264 0.086 0.032
C 0.664 2.130 -0.837 0.840 0.233 -1.928
O 0.825 1.577 -1.887 -0.295 -0.055 0.848
O 0.998 3.380 -0.601 -0.133 0.140 0.128
H 0.728 3.665 0.284 0.079 -0.013 0.003
O 0.337 -2.595 -0.391 -0.304 -0.493 -0.270
C 1.144 -1.796 0.038 0.015 0.674 0.132
O 1.043 -0.595 0.419 -0.253 0.299 0.373
Ni -1.494 -2.720 0.254 0.341 0.105 0.051